(a)
One molecule with the formula C3H3NO2S, computed with ωB97M-V/def2-TZVPD.

Last column: Löwdin charge in e.
CARTESIAN COORDINATES (ANGSTROEM)
O (-0.36, 2.80, 0.25)  0.039
C (-0.16, 1.56, 0.35)  -0.383
C (0.40, 0.61, 1.20)  -0.032
C (0.56, -0.55, 0.40)  -0.161
N (-0.02, -0.51, -0.80)  -0.513
S (-0.44, -1.93, -1.95)  0.731
O (-0.39, 0.78, -0.99)  -0.061
H (0.82, 0.85, 2.36)  0.185
H (1.35, -1.52, 0.24)  0.184
H (-1.75, -2.09, -1.07)  0.009

Summary:
multiplicity = 1
gap between HOMO and LUMO = 7.966 eV
SMILES = O=c1ccn(S)o1
HOMO level = -8.84 eV
charge = 0


(b)
One molecule with the formula C3H3NO2S, computed with ωB97M-V/def2-TZVPD.

Last column: Löwdin charge in e.
CARTESIAN COORDINATES (ANGSTROEM)
O (-2.62, 0.31, -0.16)  0.072
C (-1.53, -0.19, -0.29)  -0.274
C (-0.43, 0.04, 0.68)  -0.604
O (0.47, -1.03, 0.67)  -0.176
N (1.63, -0.88, -0.20)  0.076
C (1.70, 0.39, -0.36)  -0.484
S (0.51, 1.49, 0.25)  1.020
H (-1.24, -0.92, -1.15)  0.162
H (-0.91, 0.10, 1.65)  0.130
H (2.42, 0.71, -1.08)  0.077

Summary:
multiplicity = 1
gap between HOMO and LUMO = 9.529 eV
SMILES = O=C[C@H]1ON=CS1
HOMO level = -9.32 eV
charge = 0


The data favor (b); the next most stable structure lies 2.440 eV above it.


(a)
One molecule with the formula C3H3NO2S, computed with ωB97M-V/def2-TZVPD.

Last column: Löwdin charge in e.
CARTESIAN COORDINATES (ANGSTROEM)
O (1.32, 2.42, 0.10)  0.092
C (0.91, 1.30, -0.02)  -0.444
C (1.27, 0.42, -1.24)  0.028
C (0.58, -0.74, -1.03)  -0.173
N (-0.08, -0.68, 0.13)  -0.450
S (-1.71, -1.37, 0.51)  0.847
O (0.00, 0.57, 0.75)  -0.018
H (1.87, 0.85, -2.11)  0.135
H (0.44, -1.69, -1.65)  0.151
H (-1.43, -2.21, 1.48)  -0.167

Summary:
multiplicity = 1
gap between HOMO and LUMO = 8.935 eV
SMILES = O=c1ccn(S)o1
HOMO level = -8.96 eV
charge = 0


(b)
C3H3NO2S as an isolated structure, computed with ωB97M-V/def2-TZVPD.

Last column: Löwdin charge in e.
CARTESIAN COORDINATES (ANGSTROEM)
C (-1.40, 1.15, -0.11)  -0.470
C (0.64, 0.32, -0.61)  -0.304
C (-0.15, -0.96, 0.58)  -0.509
N (-0.22, 1.27, -0.62)  -0.034
O (1.95, 0.39, -0.75)  0.097
O (0.58, -2.03, 0.94)  0.010
S (-1.70, -0.35, 0.78)  1.008
H (-2.10, 1.84, -0.50)  0.056
H (2.25, 1.16, -0.36)  0.077
H (0.14, -2.79, 0.65)  0.070

Summary:
multiplicity = 1
gap between HOMO and LUMO = 7.885 eV
HOMO level = -7.51 eV
charge = 0


(c)
One molecule with the formula C3H3NO2S, computed with ωB97M-V/def2-TZVPD.

Last column: Löwdin charge in e.
CARTESIAN COORDINATES (ANGSTROEM)
O (1.51, -0.33, -2.09)  0.050
C (0.80, -0.16, -1.10)  -0.536
C (-0.61, 0.37, -1.07)  -0.050
C (-1.13, 0.37, 0.37)  -0.662
O (-2.18, 0.81, 0.72)  0.051
S (0.13, -0.27, 1.47)  1.018
N (1.21, -0.49, 0.18)  -0.267
H (-1.20, -0.18, -1.78)  0.137
H (-0.59, 1.35, -1.50)  0.139
H (2.19, -0.75, 0.26)  0.121

Summary:
multiplicity = 1
gap between HOMO and LUMO = 9.609 eV
SMILES = O=C1CC(=O)SN1
HOMO level = -9.27 eV
charge = 0


The data favor (c); the next most stable structure lies 2.869 eV above it.


(a)
A 2-piece molecular cluster, CH2N2O overall, computed with ωB97M-V/def2-TZVPD.

Last column: Löwdin charge in e.
CARTESIAN COORDINATES (ANGSTROEM)
C (0.13, 0.14, -0.49)  -0.051
N (-1.02, -0.48, 0.11)  0.177
N (0.11, -0.78, 0.58)  -0.342
O (0.60, -1.34, 1.49)  0.097
H (0.44, 0.02, -1.43)  0.019
H (-0.25, 2.44, -0.28)  0.099

Summary:
multiplicity = 1
gap between HOMO and LUMO (spin up / spin down) = 9.992 / 8.611 eV
HOMO level (spin up / spin down) = -10.54 / -9.33 eV
charge = 0


(b)
One molecule with the formula CH2N2O, computed with ωB97M-V/def2-TZVPD.

Last column: Löwdin charge in e.
CARTESIAN COORDINATES (ANGSTROEM)
C (-1.10, 0.73, 0.19)  0.146
N (-0.51, -0.34, 0.11)  -0.001
N (0.72, -0.58, 0.06)  -0.187
O (1.41, 0.44, -0.10)  -0.101
H (-1.69, 1.12, -0.54)  0.014
H (1.16, -1.38, 0.29)  0.129

Summary:
multiplicity = 1
gap between HOMO and LUMO (spin up / spin down) = 7.724 / 7.813 eV
HOMO level (spin up / spin down) = -8.13 / -8.18 eV
charge = 0


The data favor (b); the next most stable structure lies 2.531 eV above it.


(a)
An isolated ion of composition CH5N2 and charge +1, computed with ωB97M-V/def2-TZVPD.

Last column: Löwdin charge in e.
CARTESIAN COORDINATES (ANGSTROEM)
N (0.72, -0.64, -0.64)  0.200
C (0.10, 0.41, -0.16)  -0.160
N (-0.85, 0.35, 0.73)  0.207
H (0.59, -1.56, -0.25)  0.146
H (1.55, -0.53, -1.19)  0.145
H (0.42, 1.37, -0.54)  0.166
H (-1.42, 1.15, 0.96)  0.149
H (-1.11, -0.55, 1.10)  0.146

Summary:
multiplicity = 1
gap between HOMO and LUMO = 12.618 eV
SMILES = NC=[NH2+]
HOMO level = -16.73 eV
charge = +1


(b)
An isolated ion of composition CH5N2 and charge +1, computed with ωB97M-V/def2-TZVPD.

Last column: Löwdin charge in e.
CARTESIAN COORDINATES (ANGSTROEM)
N (-1.19, 0.20, 0.02)  0.183
C (-0.04, -0.39, -0.03)  -0.179
N (1.19, 0.18, 0.04)  0.147
H (-1.99, -0.53, 0.12)  0.197
H (-1.39, 1.20, 0.00)  0.155
H (-0.10, -1.44, 0.11)  0.148
H (2.06, -0.42, -0.04)  0.163
H (1.47, 1.20, -0.22)  0.185

Summary:
multiplicity = 1
gap between HOMO and LUMO = 12.328 eV
SMILES = NC=[NH2+]
HOMO level = -16.51 eV
charge = +1


The data favor (a); the next most stable structure lies 0.528 eV above it.


(a)
C7H16N4 as an isolated structure, computed with ωB97M-V/def2-TZVPD.

Last column: Löwdin charge in e.
CARTESIAN COORDINATES (ANGSTROEM)
C (-0.18, -2.64, -0.01)  0.002
C (-0.46, -1.68, -0.88)  -0.192
C (0.09, -2.48, 1.27)  -0.013
C (-0.74, -1.85, -2.37)  0.036
C (-0.26, 1.15, 1.94)  -0.085
C (0.27, 2.48, -0.16)  0.018
C (0.71, 1.42, 0.93)  -0.380
N (0.52, -2.33, 2.32)  0.407
N (1.88, 0.10, -0.67)  0.087
N (-0.59, -0.30, -0.44)  0.132
N (1.05, 0.10, 0.27)  -0.042
H (-0.21, -3.61, -0.31)  0.138
H (0.05, -2.38, -2.84)  0.088
H (-1.08, -0.89, -2.84)  0.119
H (-1.59, -2.55, -2.57)  0.138
H (-1.35, 1.26, 1.58)  0.113
H (-0.24, 0.08, 2.37)  0.098
H (-0.34, 1.94, 2.75)  0.143
H (-0.75, 2.36, -0.26)  0.048
H (0.81, 2.22, -1.07)  0.068
H (0.58, 3.42, 0.35)  0.125
H (1.70, 1.68, 1.32)  0.164
H (0.65, -2.53, 3.28)  0.159
H (2.15, -0.86, -1.18)  0.211
H (2.16, 0.83, -1.36)  0.160
H (-0.79, 0.28, -1.28)  0.157
H (-1.16, -0.07, 0.35)  0.104

Summary:
multiplicity = 1
gap between HOMO and LUMO = 8.745 eV
HOMO level = -17.87 eV
charge = +2


(b)
An isolated ion of composition C7H16N4 and charge +2, computed with ωB97M-V/def2-TZVPD.

Last column: Löwdin charge in e.
CARTESIAN COORDINATES (ANGSTROEM)
C (0.60, -0.45, -0.52)  -0.114
C (0.27, -0.45, 1.91)  -0.032
C (-0.89, 0.06, -0.76)  -0.458
C (-1.80, 0.27, 0.34)  0.012
C (-1.55, -0.92, -1.83)  0.072
C (2.30, -1.00, 0.93)  -0.012
C (-0.53, 2.48, -1.01)  -0.073
N (1.01, -0.53, 0.82)  -0.028
N (-0.23, 1.20, -1.37)  0.080
N (1.31, -0.97, -1.51)  0.267
N (0.63, -0.17, 3.09)  0.259
H (-1.13, 0.46, 1.41)  0.153
H (-2.56, -0.46, 0.58)  0.117
H (-2.47, 1.10, 0.36)  0.106
H (-0.94, -1.30, -2.62)  0.084
H (-2.29, -0.22, -2.24)  0.124
H (-2.11, -1.55, -1.25)  0.066
H (3.12, -0.52, 0.53)  0.111
H (2.55, -1.37, 1.94)  0.142
H (2.20, -1.96, 0.39)  0.133
H (-1.53, 2.69, -1.19)  0.095
H (-0.50, 2.46, 0.11)  0.129
H (-0.03, 3.27, -1.55)  0.116
H (0.84, -1.01, -2.42)  0.153
H (2.28, -1.22, -1.38)  0.146
H (1.46, 0.35, 3.37)  0.182
H (-0.02, -0.22, 3.87)  0.172

Summary:
multiplicity = 1
gap between HOMO and LUMO (spin up / spin down) = 6.518 / 8.230 eV
HOMO level (spin up / spin down) = -16.76 / -17.53 eV
charge = +2


The data favor (a); the next most stable structure lies 1.659 eV above it.


(a)
A 2-piece molecular cluster, C2H10N3O overall, computed with ωB97M-V/def2-TZVPD.

Last column: Löwdin charge in e.
CARTESIAN COORDINATES (ANGSTROEM)
C (0.20, -0.37, 2.09)  -0.016
N (-0.57, -0.55, 0.84)  0.055
C (0.04, -0.65, -0.34)  -0.454
N (-0.73, -0.91, -1.41)  0.200
N (1.33, -0.39, -0.55)  0.210
H (1.17, 0.06, 1.89)  0.078
H (0.25, -1.25, 2.74)  0.104
H (-0.31, 0.36, 2.71)  0.088
H (-1.37, -1.15, 0.97)  0.162
H (-1.71, -0.67, -1.44)  0.137
H (-0.29, -1.00, -2.31)  0.125
H (1.59, -0.31, -1.52)  0.131
H (1.83, 0.25, 0.04)  0.119
H (-0.67, 2.33, 0.25)  0.048
H (-0.09, 2.97, -1.07)  0.062
O (-0.25, 2.15, -0.60)  -0.049

Summary:
multiplicity = 1
gap between HOMO and LUMO = 11.882 eV
HOMO level = -14.96 eV
charge = +1


(b)
An isolated ion of composition C2H10N3O and charge +1, computed with ωB97M-V/def2-TZVPD.

Last column: Löwdin charge in e.
CARTESIAN COORDINATES (ANGSTROEM)
N (-0.78, -1.74, 1.73)  0.024
O (0.19, -1.34, 0.70)  -0.240
C (-0.57, -0.81, -0.53)  -0.095
C (0.19, 0.48, -1.01)  -0.215
N (1.57, 0.48, -0.79)  0.052
N (-0.35, 1.79, 0.09)  0.185
H (-0.21, -1.50, 2.57)  0.102
H (-0.96, -2.77, 1.74)  0.103
H (-1.61, -0.74, -0.24)  0.107
H (-0.47, -1.52, -1.44)  0.150
H (-0.05, 0.93, -2.01)  0.155
H (2.13, 1.25, -1.22)  0.132
H (2.13, -0.30, -0.45)  0.120
H (-1.00, 1.23, 0.78)  0.180
H (0.52, 1.99, 0.55)  0.104
H (-0.74, 2.56, -0.46)  0.135

Summary:
multiplicity = 1
gap between HOMO and LUMO = 10.377 eV
SMILES = NOC[C@H](N)[NH3+]
HOMO level = -13.63 eV
charge = +1


The data favor (a); the next most stable structure lies 3.824 eV above it.